Formula: C69H55N10O3S4SbZr
Source: the OMol25 dataset
Level of theory: ωB97M-V with the def2-TZVPD basis set

XYZ file:
```
143
Properties=species:S:1:pos:R:3:forces:R:3:mulliken_charge:R:1
Zr -0.88108 -1.34592 -0.89193 0.3407 2.5701 -0.0814 -1.222
N 1.05862 -0.45623 -0.99550 0.4994 0.6111 -0.3959 0.407
S 1.93551 0.70043 -1.19587 0.1559 0.0783 0.2665 0.731
N 1.30941 2.22969 -1.10507 0.2539 -0.0095 0.1107 0.120
S 0.79364 3.02182 0.12984 0.1108 -0.0733 -0.1764 1.210
N -0.42704 2.48763 0.94063 -0.2536 0.0475 0.0279 -0.161
S -1.74359 1.83719 0.13226 0.1961 0.4221 -0.0495 1.914
N -1.46925 0.67293 -0.70632 -0.3971 0.6509 0.2910 0.332
C -2.41910 3.19466 -0.81344 -0.0089 -0.1874 0.1393 0.158
C -2.73496 2.92625 -2.13470 0.0849 -0.2167 0.0565 -0.746
C -3.28322 3.93327 -2.91396 -0.0376 0.0773 -0.0183 -0.816
C -3.51557 5.18363 -2.35820 0.0339 -0.0201 -0.0450 -0.872
C -3.21549 5.43041 -1.02285 0.0440 0.0822 0.0529 -0.929
C -2.66367 4.43389 -0.23787 0.0707 0.0144 0.0481 -0.126
C -2.88012 1.62004 1.49522 0.1216 0.1927 -0.1091 -0.180
C -2.51680 0.75588 2.51683 0.1611 -0.0153 -0.0596 0.512
C -3.38146 0.56678 3.57979 0.0199 -0.0502 0.0157 -0.625
C -4.60635 1.22106 3.60440 -0.0187 0.0016 -0.0600 -0.939
C -4.98231 2.04120 2.54973 -0.0220 -0.0591 0.0492 -0.989
C -4.12014 2.24536 1.48319 0.0037 -0.0208 -0.0689 -0.622
C 2.05337 3.37937 1.33633 -0.1055 -0.1742 0.0115 0.344
C 1.84324 3.24485 2.69574 -0.3327 -0.1469 -0.0169 0.310
C 2.86502 3.59732 3.56335 0.0723 0.0112 0.0151 -0.746
C 4.06678 4.07693 3.06358 0.0060 0.0210 0.0351 -0.884
C 4.25747 4.22054 1.69264 -0.0524 -0.0481 -0.0388 -0.640
C 3.24271 3.87657 0.81936 0.0141 -0.0535 -0.1060 -1.144
C 0.56739 4.66326 -0.53200 -0.0789 -0.0619 -0.0308 0.681
C 0.38045 5.67444 0.40232 -0.1140 -0.0789 0.1150 -0.610
C 0.26334 6.97952 -0.03813 -0.0267 0.0101 -0.0139 -0.837
C 0.33841 7.25861 -1.39824 0.0224 -0.0297 -0.0412 -0.690
C 0.52167 6.23534 -2.31792 -0.0076 0.0976 -0.0247 -0.836
C 0.64452 4.92242 -1.88836 -0.0505 -0.2464 -0.0743 -0.319
C 2.66803 0.85975 -2.81584 -0.0210 0.0646 0.1732 0.306
C 2.54725 -0.21662 -3.67564 -0.0621 -0.0797 0.2308 0.010
C 3.18201 -0.18176 -4.90632 0.0518 0.0659 -0.0322 -0.935
C 3.91096 0.94335 -5.26672 -0.0284 -0.1261 -0.0409 -0.978
C 3.99810 2.03472 -4.40973 0.0316 0.0359 0.0046 -0.732
C 3.38875 1.99389 -3.16672 -0.0825 0.0965 -0.0631 -0.369
C 3.32733 0.63621 -0.06655 -0.1042 -0.0836 -0.2161 0.638
C 4.65022 0.70340 -0.47195 -0.0493 0.0337 -0.1509 -0.530
C 5.64495 0.51465 0.47602 0.0799 -0.0193 0.1119 -1.188
C 5.31824 0.25521 1.79937 -0.0069 -0.0093 -0.0451 -1.235
C 3.98709 0.17618 2.18895 -0.0342 0.1256 0.0264 -0.814
C 2.98970 0.36125 1.24996 -0.1847 0.1097 -0.0266 1.413
H -2.56335 1.92667 -2.51546 -0.0608 0.0525 -0.0762 0.324
H -3.54886 3.73707 -3.94405 0.0326 -0.0084 -0.0037 0.521
H -3.94213 5.97197 -2.96443 -0.0246 -0.0171 0.0076 0.437
H -3.42286 6.40030 -0.59081 0.0159 0.0068 -0.0070 0.505
H -2.44550 4.60063 0.80917 0.0318 0.0644 0.0023 0.598
H -1.57490 0.22853 2.47136 -0.0304 0.0013 0.0577 -0.598
H -3.09945 -0.09659 4.38673 0.0141 -0.0058 -0.0098 0.610
H -5.27745 1.07787 4.44059 -0.0024 -0.0054 -0.0023 0.448
H -5.95034 2.52320 2.55311 0.0072 0.0120 -0.0004 0.472
H -4.42128 2.87091 0.65647 -0.0339 0.0206 0.0343 0.610
H 0.89421 2.87538 3.06373 0.0714 0.0554 -0.0325 0.600
H 2.71800 3.49611 4.63010 0.0084 0.0003 -0.0013 0.495
H 4.85785 4.35756 3.74626 0.0038 -0.0152 -0.0034 0.458
H 5.18889 4.60805 1.30356 0.0123 -0.0037 0.0252 0.530
H 3.35461 4.00052 -0.25105 0.0907 0.0089 0.0172 0.097
H 0.33662 5.43430 1.45863 -0.0053 0.0925 -0.0127 0.508
H 0.12303 7.78089 0.67453 0.0135 -0.0182 0.0127 0.498
H 0.27034 8.28226 -1.74191 -0.0317 -0.0065 0.0050 0.466
H 0.58624 6.46274 -3.37354 -0.0061 -0.0207 0.0029 0.552
H 0.80637 4.10911 -2.58456 -0.0013 0.0588 -0.0102 0.435
H 1.94375 -1.05666 -3.37065 0.0121 -0.1711 -0.0295 -0.266
H 3.11319 -1.03359 -5.56934 -0.0310 0.0231 -0.0250 0.590
H 4.41940 0.96647 -6.22137 -0.0273 0.0385 -0.0102 0.414
H 4.54930 2.91401 -4.71494 0.0307 -0.0073 0.0498 0.524
H 3.46899 2.82519 -2.47910 -0.0058 0.0389 -0.0327 0.351
H 4.91154 0.86943 -1.50735 0.0312 -0.0178 0.0296 0.559
H 6.68381 0.55010 0.17683 -0.0172 -0.0003 -0.0329 0.457
H 6.10317 0.09239 2.52610 0.0050 0.0141 -0.0062 0.561
H 3.72021 -0.04287 3.21608 0.0024 0.1022 -0.0074 0.695
H 1.94127 0.30180 1.51860 0.0899 0.0112 0.1012 -0.821
C -6.01251 -3.62271 -2.73887 -0.0480 -0.0619 -0.1156 -1.091
N -5.04724 -3.08635 -1.78161 0.1826 -0.0373 0.0402 0.183
C -5.10987 -3.41690 -0.47629 0.0158 0.0887 0.0689 -0.197
C -4.22960 -2.93551 0.43161 0.1694 0.0304 0.3862 -1.339
C -3.16944 -2.13909 -0.06676 -1.1384 -0.3490 -0.3226 0.395
O -2.20980 -1.68006 0.65706 -0.4107 -0.1553 0.5157 0.631
N -3.07397 -1.83994 -1.37332 0.0619 -0.2310 0.4544 0.119
C -4.05068 -2.22022 -2.26551 -0.2465 0.3905 -0.3500 0.278
O -4.10566 -1.81122 -3.40448 0.0919 -0.0105 0.0241 -0.681
H -6.98028 -3.73587 -2.25699 0.0179 0.0006 0.0304 0.405
H -5.67386 -4.58852 -3.11474 -0.0107 0.0114 0.0123 0.319
H -6.09302 -2.93457 -3.57310 -0.0204 0.0286 0.0370 0.339
H -5.91558 -4.08221 -0.19486 -0.0237 0.0245 -0.0066 0.503
H -4.28317 -3.17715 1.48146 0.0090 -0.0541 -0.0049 0.592
C 4.25534 -5.34230 2.13231 0.0008 -0.0112 -0.0004 -0.811
C 3.05951 -5.70487 1.52889 0.0067 0.0066 -0.0123 -0.708
C 2.01359 -4.79623 1.45418 -0.0006 0.0002 0.0452 -0.675
C 2.15217 -3.51494 1.97956 -0.1526 0.4423 -0.1784 1.427
C 3.35501 -3.15797 2.57856 -0.0872 0.0538 -0.0010 -0.246
C 4.39891 -4.06932 2.66061 0.0391 0.0211 0.0291 -0.926
Sb 0.52697 -2.08511 1.83020 0.1226 -1.1309 1.6904 2.310
C -0.95714 -3.45730 2.60972 0.1363 0.1933 -0.1274 1.833
C -1.37975 -4.53279 1.83118 -0.0222 0.0004 0.0660 -0.119
C -2.31024 -5.43735 2.32268 -0.0194 -0.0518 -0.0645 -0.904
C -2.85989 -5.25833 3.58375 -0.0214 0.0162 0.0295 -0.856
C -2.47702 -4.16632 4.34737 -0.0307 -0.0014 0.0279 -0.959
C -1.52761 -3.27342 3.86516 0.0209 0.0221 -0.0663 -0.820
C 0.88351 -1.13926 3.75494 -0.0500 0.2208 -0.6084 1.030
C 1.29264 -1.85911 4.87360 0.0826 -0.1255 -0.0394 -0.841
C 1.42487 -1.23027 6.10337 -0.0301 -0.0117 0.0158 -0.836
C 1.14932 0.12572 6.22954 -0.0235 0.0240 0.0098 -0.994
C 0.76409 0.85798 5.11651 -0.0274 -0.0102 0.0033 -0.916
C 0.63568 0.22566 3.88570 0.0299 -0.0896 0.0287 1.235
H 5.06993 -6.05160 2.19398 -0.0012 0.0032 -0.0029 0.404
H 2.93642 -6.69810 1.11634 0.0039 -0.0066 0.0225 0.473
H 1.08694 -5.10858 0.99422 -0.0133 -0.0215 0.0059 0.245
H 3.47995 -2.16367 2.99160 0.0127 -0.1695 0.0077 0.291
H 5.32539 -3.78396 3.14245 0.0114 0.0059 -0.0178 0.470
H -1.00082 -4.66988 0.82731 0.0139 -0.0369 -0.0410 0.069
H -2.60796 -6.28611 1.71890 0.0003 0.0201 -0.0096 0.481
H -3.58293 -5.96550 3.96890 0.0071 0.0008 -0.0005 0.398
H -2.90837 -4.01447 5.32896 0.0087 0.0013 -0.0004 0.481
H -1.22872 -2.43478 4.48064 -0.0227 -0.0160 0.0497 0.344
H 1.50414 -2.91863 4.78380 -0.0237 0.0034 0.0424 0.559
H 1.72573 -1.80247 6.97129 0.0200 -0.0051 -0.0109 0.455
H 1.22220 0.60395 7.19757 0.0469 0.0130 -0.0117 0.401
H 0.54434 1.91563 5.20842 -0.0027 -0.0052 0.0447 0.564
H 0.32327 0.80519 3.02178 0.0415 0.0020 0.0375 -0.695
S -1.07514 0.71163 -5.11485 0.0899 -0.0930 0.1305 -0.352
C -0.64597 0.30315 -3.51608 -0.0447 -0.0814 -0.4528 -0.207
N -0.81975 -0.94396 -3.16908 -0.3404 0.1388 -0.3233 2.243
C -1.33872 -1.68417 -4.23762 0.0085 -0.1129 -0.4373 -0.893
C -1.65705 -3.04401 -4.24838 0.0956 0.0598 0.1036 -0.371
C -2.12907 -3.60742 -5.41005 0.0320 -0.0295 0.0506 -0.842
C -2.29653 -2.84807 -6.57175 -0.0694 0.0470 -0.0981 -0.873
C -2.01695 -1.50009 -6.58007 -0.0673 0.0371 -0.0366 -0.622
C -1.53500 -0.93470 -5.40478 0.1517 0.0130 0.2990 0.845
H -0.25060 1.05420 -2.85097 -0.0685 -0.0027 0.0878 0.415
H -1.53696 -3.63588 -3.35460 0.0330 -0.0472 0.0302 0.469
H -2.38046 -4.65941 -5.42791 0.0425 -0.0045 0.0086 0.504
H -2.65483 -3.32446 -7.47428 -0.0304 0.0163 0.0119 0.448
H -2.17603 -0.89413 -7.46157 0.0459 -0.0436 -0.0333 0.473
O -0.60027 -3.28187 -1.24532 0.7061 -2.2433 -0.9629 -0.715
N 0.68756 -3.25576 -0.85014 0.6027 -0.2154 -0.2183 0.132
C 1.63146 -3.34658 -1.72225 -0.4510 -0.4805 0.3345 1.367
C 2.95657 -3.08306 -1.24792 0.3027 0.1280 0.1493 -0.169
N 4.01034 -2.76438 -0.92050 -0.0344 -0.0295 -0.0370 -0.572
C 1.47881 -3.65004 -3.11373 -0.3000 -0.0538 -0.1711 -0.352
N 1.35508 -3.89529 -4.22869 0.0784 0.0505 -0.0060 -0.548
```
Positions in Å, forces in eV/Å.

Output
M in g mol⁻¹: 1413.52
HOMO-LUMO gap in Eh: 0.258
Highest occupied orbital energy in eV: -12.39
Energy relative to the best compared isomer or geometry (same formula, charge and spin) in kcal per mole: 26.1
Net charge: +2
LUMO level in eV: -5.37
Calculated total energy in eV: -144631.834